# 1
{
  "formula": "CH5NOS",
  "method": "the ωB97M-V functional and the def2-TZVPD basis",
  "smiles": "NC=O.S",
  "e_tot_ev": -15490.7042,
  "relative_energy_kj_mol": 40.1,
  "symbols": ["S", "H", "H", "C", "N", "O", "H", "H", "H"],
  "positions_angstrom": [[2.044, -2.047, -2.909], [2.630, -1.568, -1.804], [0.922, -1.301, -2.882], [-1.605, 1.674, 2.505], [-1.115, 2.102, 1.294], [-2.020, 0.545, 2.693], [-1.584, 2.304, 3.399], [-1.087, 1.353, 0.615], [-0.261, 2.635, 1.385]],
  "mulliken_charge": [-0.285, 0.143, 0.142, 0.077, -0.429, -0.509, 0.350, 0.262, 0.249]
}

# 2
{
  "formula": "H26O13",
  "method": "the ωB97M-V functional and the def2-TZVPD basis",
  "e_tot_ev": -27032.8938,
  "relative_energy_kj_mol": 873.5,
  "symbols": ["H", "H", "H", "H", "H", "H", "H", "H", "H", "H", "H", "H", "H", "H", "H", "H", "H", "H", "H", "H", "H", "H", "H", "H", "H", "H", "O", "O", "O", "O", "O", "O", "O", "O", "O", "O", "O", "O", "O"],
  "positions_angstrom": [[0.158, -0.405, -1.191], [1.030, -0.663, -0.087], [-3.432, -0.339, 0.736], [-2.816, -1.738, 0.740], [5.200, -0.806, 1.195], [5.557, -1.113, -0.259], [-0.997, 1.224, 3.108], [-0.538, 2.612, 3.689], [2.438, 0.789, -4.474], [2.426, 0.175, -3.001], [1.737, 1.809, 2.508], [3.167, 1.692, 3.201], [-1.701, -1.425, -1.491], [-1.516, -1.515, -2.892], [-0.461, 3.774, -2.596], [-0.851, 5.267, -2.643], [-0.914, 3.267, 0.775], [-1.198, 2.681, -0.542], [-2.949, 0.094, 2.739], [-2.956, -1.165, 3.404], [-0.742, 0.732, -3.328], [0.043, 1.478, -2.270], [-1.743, -4.828, 2.442], [-0.949, -4.291, 1.107], [0.646, -3.589, 0.685], [0.572, -4.013, -0.632], [0.068, -0.711, -0.341], [-2.588, -0.846, 0.633], [4.932, -1.325, 0.422], [-0.979, 2.227, 2.948], [2.078, 0.153, -3.912], [2.673, 1.849, 2.312], [-1.008, -1.307, -2.157], [-0.190, 4.686, -2.392], [-0.475, 3.201, -0.159], [-2.849, -0.787, 2.508], [-0.393, 0.554, -2.459], [-1.488, -4.027, 1.840], [1.011, -3.372, -0.165]],
  "mulliken_charge": [0.394, 0.219, 0.325, 0.292, 0.311, 0.305, 0.326, 0.288, 0.295, 0.309, 0.316, 0.318, 0.257, 0.275, 0.263, 0.284, 0.257, 0.304, 0.249, 0.220, 0.252, 0.232, 0.314, 0.280, 0.247, 0.273, -0.434, -0.625, -0.612, -0.592, -0.593, -0.619, -0.668, -0.559, -0.582, -0.482, -0.536, -0.616, -0.487]
}

# 3
{
  "formula": "C54H51As2N3O5P2STi",
  "method": "the ωB97M-V functional and the def2-TZVPD basis",
  "e_tot_ev": -245726.7587,
  "charge": 2,
  "relative_energy_kj_mol": 0.0,
  "symbols": ["Ti", "C", "P", "C", "C", "C", "C", "C", "C", "C", "C", "C", "C", "C", "C", "C", "C", "C", "C", "C", "P", "C", "C", "C", "C", "C", "C", "C", "C", "C", "C", "C", "C", "N", "H", "H", "H", "H", "H", "H", "H", "H", "H", "H", "H", "H", "H", "H", "H", "H", "H", "H", "H", "H", "H", "H", "H", "H", "H", "H", "C", "As", "C", "C", "C", "C", "C", "C", "C", "As", "C", "C", "H", "H", "H", "H", "H", "H", "H", "H", "H", "H", "H", "H", "H", "H", "H", "H", "O", "O", "O", "S", "O", "N", "C", "O", "C", "C", "C", "C", "C", "C", "H", "H", "H", "H", "N", "C", "C", "C", "C", "C", "C", "C", "H", "H", "H", "H", "H"],
  "positions_angstrom": [[-0.208, -0.195, -0.117], [3.367, 0.372, -0.671], [3.945, 0.776, 1.003], [3.899, 2.513, 1.333], [3.757, 3.445, 0.305], [3.725, 4.797, 0.608], [3.816, 5.212, 1.929], [3.964, 4.284, 2.953], [4.018, 2.932, 2.659], [5.580, 0.151, 1.271], [6.675, 0.993, 1.063], [7.958, 0.499, 1.236], [8.144, -0.821, 1.622], [7.056, -1.657, 1.834], [5.769, -1.179, 1.658], [2.761, -0.997, -0.691], [3.475, -2.163, -0.744], [2.541, -3.227, -0.634], [1.299, -2.662, -0.557], [0.000, -3.422, -0.434], [-1.484, -2.413, -0.022], [-2.768, -3.102, -1.121], [-3.491, -2.367, -2.055], [-4.445, -2.986, -2.855], [-4.686, -4.345, -2.726], [-3.968, -5.089, -1.795], [-3.022, -4.472, -0.996], [-2.104, -2.910, 1.602], [-1.284, -3.467, 2.578], [-1.816, -3.818, 3.811], [-3.158, -3.593, 4.080], [-3.976, -3.019, 3.117], [-3.453, -2.681, 1.879], [1.410, -1.269, -0.608], [4.260, 0.363, -1.301], [2.703, 1.167, -1.010], [3.690, 3.127, -0.727], [3.628, 5.526, -0.185], [3.782, 6.267, 2.163], [4.049, 4.615, 3.978], [4.151, 2.208, 3.455], [6.530, 2.028, 0.777], [8.810, 1.146, 1.079], [9.147, -1.200, 1.766], [7.211, -2.682, 2.140], [4.917, -1.825, 1.823], [4.547, -2.242, -0.847], [2.755, -4.284, -0.618], [0.115, -4.215, 0.307], [-0.245, -3.920, -1.374], [-3.299, -1.313, -2.198], [-4.994, -2.403, -3.583], [-5.428, -4.828, -3.347], [-4.153, -6.149, -1.688], [-2.485, -5.060, -0.260], [-0.228, -3.615, 2.394], [-1.178, -4.264, 4.562], [-3.569, -3.870, 5.042], [-5.024, -2.846, 3.325], [-4.103, -2.261, 1.120], [-0.811, -2.829, -3.867], [-0.465, -1.195, -2.885], [1.309, -0.899, -3.638], [-1.497, 0.136, -3.838], [-2.393, -0.197, -4.846], [-3.128, 0.795, -5.483], [-2.961, 2.119, -5.111], [-2.071, 2.455, -4.097], [-1.343, 1.466, -3.445], [-0.120, 1.924, -1.980], [-0.877, 3.626, -1.439], [1.376, 2.635, -2.999], [-0.620, -2.609, -4.916], [-1.824, -3.195, -3.722], [-0.100, -3.579, -3.524], [1.208, -0.603, -4.681], [1.863, -1.836, -3.565], [1.858, -0.150, -3.080], [-2.522, -1.229, -5.148], [-3.822, 0.533, -6.270], [-3.527, 2.898, -5.604], [-1.970, 3.496, -3.828], [-0.832, 4.298, -2.293], [-0.296, 4.034, -0.618], [-1.908, 3.491, -1.118], [0.948, 3.141, -3.863], [2.068, 1.870, -3.335], [1.904, 3.362, -2.381], [-0.118, -1.042, 1.566], [1.171, -1.123, 2.136], [0.452, 3.430, 1.331], [0.165, 2.061, 1.630], [-1.102, 1.543, 1.051], [1.232, 0.984, 1.086], [1.707, 0.185, 2.184], [3.103, -0.035, 2.090], [1.333, 0.830, 3.493], [1.812, 0.525, 4.756], [1.274, 1.211, 5.834], [0.282, 2.179, 5.658], [-0.189, 2.492, 4.394], [0.355, 1.783, 3.334], [2.579, -0.225, 4.893], [1.631, 0.998, 6.833], [-0.116, 2.700, 6.518], [-0.937, 3.258, 4.245], [-2.337, 0.306, -0.760], [-3.376, 0.710, -0.480], [-4.675, 1.220, -0.150], [-4.768, 2.329, 0.690], [-6.022, 2.819, 1.008], [-7.158, 2.205, 0.494], [-7.054, 1.098, -0.340], [-5.807, 0.595, -0.668], [-3.867, 2.786, 1.080], [-6.116, 3.679, 1.656], [-8.135, 2.592, 0.747], [-7.944, 0.628, -0.734], [-5.707, -0.267, -1.314]],
  "mulliken_charge": [-1.675, 0.669, 2.687, 0.485, -0.386, -0.829, -0.610, -0.937, -0.263, 0.319, -0.484, -0.829, -0.587, -0.936, -0.578, -1.589, -0.966, -1.494, -0.034, -2.373, 2.243, 1.316, -0.332, -0.957, -0.822, -0.855, -0.624, 0.680, -0.613, -0.962, -0.677, -0.703, -0.785, 2.062, 1.174, -1.146, 0.477, 0.487, 0.442, 0.489, 0.478, 0.386, 0.452, 0.427, 0.446, 0.507, 0.855, 0.691, 1.063, 0.561, 0.662, 0.537, 0.442, 0.476, 0.426, 0.232, 0.485, 0.423, 0.482, 0.380, -1.539, 2.130, -0.843, 0.171, -0.952, -0.893, -1.073, -0.916, -0.573, 2.605, -1.653, -1.506, 0.589, 0.331, 0.554, 0.471, 0.512, -0.315, 0.412, 0.466, 0.468, 0.372, 0.639, 0.413, 0.363, 0.558, 0.316, 0.387, 0.836, -0.273, -0.884, 1.669, -0.686, -0.474, 0.702, -0.554, -0.571, -0.531, -0.840, -0.829, -1.047, 0.450, 0.627, 0.510, 0.498, 0.589, 0.875, 0.259, -0.255, -0.452, -0.820, -0.459, -0.797, -0.364, 0.606, 0.446, 0.422, 0.451, 0.506]
}

# 4
{
  "formula": "C7H11NPS",
  "method": "the ωB97M-V functional and the def2-TZVPD basis",
  "e_tot_ev": -29041.1113,
  "charge": 1,
  "relative_energy_kj_mol": 107.7,
  "symbols": ["C", "C", "C", "C", "C", "C", "C", "N", "P", "S", "H", "H", "H", "H", "H", "H", "H", "H", "H", "H", "H"],
  "positions_angstrom": [[-1.580, 1.925, 0.401], [-0.298, 1.634, 0.164], [-2.615, 1.058, 0.084], [1.442, -1.685, 0.624], [0.085, 0.173, -0.030], [1.263, -0.197, 0.911], [-0.833, -0.944, -0.159], [2.465, 0.566, 0.513], [-2.626, -0.683, -0.251], [-0.127, -2.473, 0.224], [-1.991, 2.898, 0.563], [0.553, 2.251, 0.370], [-3.630, 1.514, 0.201], [2.103, -1.770, -0.259], [1.829, -2.199, 1.472], [0.577, 0.117, -1.154], [0.933, -0.171, 1.898], [-1.815, -1.276, -2.912], [-1.683, -1.730, -3.672], [2.880, 0.101, -0.255], [3.067, 0.890, 1.269]],
  "mulliken_charge": [-0.610, -0.368, -0.110, -0.643, 0.280, -0.473, 0.191, -0.529, 0.047, -0.033, 0.359, 0.565, 0.308, 0.352, 0.420, 0.194, 0.567, -0.267, 0.282, 0.222, 0.248]
}